Entry 1:
{
  "formula": "C27H18IN5OS5W",
  "method": "ωB97M-V/def2-TZVPD",
  "species": ["W", "C", "C", "C", "C", "C", "C", "C", "H", "H", "H", "H", "H", "H", "H", "H", "O", "C", "S", "C", "C", "S", "S", "S", "S", "N", "C", "C", "C", "C", "C", "N", "C", "C", "N", "C", "C", "C", "C", "C", "N", "H", "H", "H", "H", "H", "H", "I", "C", "C", "C", "C", "C", "N", "H", "H", "H", "H"],
  "positions_angstrom": [[-0.028716, -0.401981, 1.091729], [4.082468, -0.667040, -2.748048], [3.442502, -0.208754, -1.474751], [2.530008, 0.841041, -1.468662], [1.984683, 1.301777, -0.272678], [2.341738, 0.698277, 0.941348], [3.263628, -0.366770, 0.934875], [3.791182, -0.813286, -0.256766], [3.499140, -0.374841, -3.619475], [4.216796, -1.748171, -2.756125], [5.072961, -0.218171, -2.847568], [2.269164, 1.327897, -2.399794], [1.363981, 2.189918, -0.276162], [2.145933, 1.201467, 1.879952], [3.565411, -0.810147, 1.874959], [4.513635, -1.620048, -0.254376], [-1.632136, -3.526242, 7.037703], [-1.381274, -2.955452, 6.033017], [-2.309287, -3.190335, 4.507535], [-1.346020, -2.085726, 3.570632], [-0.301223, -1.469700, 4.177173], [0.645422, -0.288729, 3.332465], [0.000515, -1.817766, 5.855677], [-1.780172, -1.683980, 1.944108], [-4.675576, 4.824701, -2.052515], [-3.550138, 4.978220, -0.912961], [-3.048448, 3.769881, -0.709222], [-2.025580, 3.441132, 0.259667], [-1.475095, 4.372367, 1.139956], [-0.548058, 3.935840, 2.062254], [-0.186185, 2.595772, 2.088872], [-0.678999, 1.687708, 1.234373], [-1.599039, 2.109820, 0.324918], [-2.168328, 1.099850, -0.547847], [-1.681525, -0.152193, -0.409323], [-2.272845, -1.142594, -1.084038], [-3.324485, -0.926328, -1.966298], [-3.786170, 0.357210, -2.165349], [-3.207330, 1.398715, -1.436371], [-3.631834, 2.776922, -1.524360], [-4.569680, 3.244036, -2.334065], [-1.795053, 5.404497, 1.097573], [-0.106664, 4.607632, 2.783754], [0.501102, 2.236191, 2.839443], [-1.895332, -2.139997, -0.905299], [-3.762042, -1.770528, -2.478602], [-4.598023, 0.570088, -2.847562], [1.408003, -3.501860, 1.785177], [1.257908, -2.984325, -0.196941], [1.726407, -3.856263, -1.173063], [1.658508, -3.485247, -2.502866], [1.137760, -2.240508, -2.829422], [0.690957, -1.427995, -1.812611], [0.725677, -1.786508, -0.510529], [2.137264, -4.809837, -0.876059], [2.019281, -4.153263, -3.273315], [1.079714, -1.899342, -3.852246], [0.293510, -0.447030, -2.021893]],
  "atomic_forces_ev_per_a": [[-0.492, 0.364, -0.281], [0.032, 0.011, -0.037], [0.059, 0.018, 0.054], [0.042, 0.029, 0.163], [0.031, 0.012, -0.085], [0.105, 0.042, -0.101], [-0.111, 0.018, -0.022], [-0.023, 0.049, 0.024], [0.012, 0.011, -0.022], [0.017, -0.009, -0.004], [0.004, 0.001, 0.001], [0.004, 0.023, -0.029], [0.025, -0.016, -0.022], [-0.029, 0.021, -0.039], [0.031, 0.004, -0.010], [0.015, -0.018, -0.004], [-0.033, 0.022, 0.081], [0.031, -0.085, -0.107], [0.073, 0.071, 0.022], [0.150, 0.173, 0.033], [-0.176, -0.022, -0.073], [0.022, -0.269, 0.148], [-0.052, 0.002, -0.085], [0.073, -0.108, 0.213], [0.063, -0.044, 0.016], [-0.069, 0.005, -0.026], [-0.002, 0.052, -0.009], [0.096, -0.164, 0.050], [0.078, -0.070, 0.076], [-0.015, -0.074, -0.030], [-0.047, 0.042, -0.002], [0.053, -0.056, -0.078], [-0.030, 0.089, -0.009], [-0.117, 0.092, -0.050], [0.177, 0.022, -0.057], [0.013, 0.029, -0.049], [0.064, -0.013, 0.064], [0.049, -0.019, 0.078], [0.123, -0.141, 0.068], [-0.043, 0.015, -0.045], [-0.021, 0.064, 0.017], [-0.012, 0.027, -0.009], [-0.003, 0.021, 0.002], [-0.009, 0.014, -0.012], [0.020, -0.013, -0.030], [-0.016, 0.000, -0.019], [-0.009, 0.014, -0.025], [0.066, -0.244, 0.190], [0.082, 0.004, -0.524], [-0.034, 0.052, 0.201], [-0.007, 0.067, -0.039], [-0.066, -0.037, 0.098], [-0.071, -0.052, -0.013], [-0.024, 0.066, 0.422], [0.002, -0.021, -0.008], [-0.009, -0.025, -0.009], [-0.010, 0.003, -0.023], [-0.083, -0.047, -0.033]],
  "multiplicity": 3,
  "e_homo_ev": [-13.07, -13.08],
  "e_lumo_ev": [-6.92, -7.43],
  "energy_ev": -101879.960,
  "orbital_gap_ha": [0.226, 0.208],
  "charge": 2
}


Entry 2:
{
  "formula": "C4H8N2O",
  "method": "ωB97M-V/def2-TZVPD",
  "species": ["C", "C", "C", "C", "H", "H", "H", "H", "H", "H", "H", "H", "N", "N", "O"],
  "positions_angstrom": [[1.436484, -0.984388, -0.830425], [0.776772, 0.308506, -1.245799], [0.360966, 1.391837, -0.256081], [-1.118248, -0.237579, 0.314372], [1.144516, -1.752172, -1.567265], [0.763212, -1.561268, 0.173661], [2.546510, -1.147356, -0.438867], [1.014091, 0.756528, -2.214943], [0.645311, 1.236285, 0.774033], [0.330333, 2.447818, -0.695249], [-1.441820, -1.108490, -0.023154], [-2.334535, 0.157752, 3.084710], [-0.716976, 0.580397, -0.784136], [-1.221375, 0.348477, 1.457516], [-2.185242, -0.436349, 2.251626]],
  "atomic_forces_ev_per_a": [[-1.232, -3.198, 3.328], [-0.879, 1.433, 1.661], [0.991, 1.719, -2.252], [0.588, 4.950, 0.473], [0.818, 0.256, -0.037], [2.038, 2.156, -2.667], [-2.304, 1.060, -1.301], [-0.391, -0.745, 0.065], [-0.078, 0.421, -0.028], [0.378, -1.468, 1.072], [-1.999, -4.124, -0.484], [0.638, -1.597, -2.374], [2.572, -0.980, 0.944], [-1.922, -1.924, -0.177], [0.783, 2.042, 1.777]],
  "e_homo_ev": -8.96,
  "e_lumo_ev": 1.01,
  "energy_ev": -9300.297,
  "orbital_gap_ha": 0.366
}


Entry 3:
{
  "formula": "C24H24As2CsF6N6O7S2",
  "method": "ωB97M-V/def2-TZVPD",
  "species": ["Cs", "N", "C", "N", "C", "N", "N", "C", "C", "C", "C", "C", "C", "N", "C", "C", "C", "C", "C", "C", "H", "H", "H", "H", "H", "H", "H", "H", "H", "H", "H", "O", "S", "O", "O", "C", "C", "C", "C", "C", "C", "S", "O", "O", "O", "H", "H", "H", "H", "O", "C", "N", "F", "As", "F", "F", "F", "F", "F", "C", "As", "C", "C", "H", "H", "H", "H", "H", "H", "H", "H", "H"],
  "positions_angstrom": [[-0.830873, -0.545849, -0.666881], [-0.941956, 1.477762, 3.644918], [-0.346642, 0.923816, 2.566500], [0.350150, -0.153832, 2.539385], [0.484227, -0.876407, 3.720828], [0.974036, -2.058171, 3.759782], [1.142663, -2.674913, 2.552048], [2.224129, -2.504442, 1.931218], [2.455339, -3.190059, 0.640894], [3.730687, -3.201730, 0.085333], [3.942918, -3.859814, -1.114730], [2.876893, -4.484459, -1.728758], [1.635683, -4.411503, -1.112052], [1.417591, -3.785281, 0.037316], [0.020529, -0.253590, 4.978337], [0.271253, -0.802540, 6.231816], [-0.257674, -0.226277, 7.372367], [-1.057283, 0.909546, 7.268520], [-1.308598, 1.478788, 6.036453], [-0.761437, 0.905883, 4.887971], [-1.693264, 2.132990, 3.435004], [-0.492519, 1.483890, 1.653715], [3.006990, -1.833904, 2.295292], [4.532964, -2.680756, 0.595405], [4.925427, -3.870710, -1.571664], [2.977207, -4.987231, -2.681431], [0.771268, -4.861352, -1.585967], [0.872736, -1.701725, 6.276170], [-0.061860, -0.662374, 8.344350], [-1.484078, 1.352203, 8.160492], [-1.923955, 2.365180, 5.939139], [-2.924590, 2.921305, 2.045117], [-3.112659, 2.579346, 0.635986], [-3.270186, 3.751264, -0.214472], [-2.121678, 1.650806, 0.136683], [-4.716291, 1.708191, 0.537613], [-5.746494, 2.497961, 0.033306], [-7.047283, 2.025774, -0.084579], [-7.334835, 0.728972, 0.305501], [-6.315520, -0.071800, 0.799673], [-5.008179, 0.383841, 0.926361], [-3.825276, -0.896472, 1.487444], [-2.918587, -0.216658, 2.392829], [-4.639825, -1.925849, 2.096964], [-3.183119, -1.287132, 0.231060], [-5.507979, 3.506588, -0.273564], [-7.817667, 2.675923, -0.481693], [-8.338992, 0.329624, 0.225529], [-6.519248, -1.089399, 1.108511], [3.080044, 0.417282, 0.670299], [2.517898, 1.420113, 0.393122], [1.979256, 2.475330, 0.146081], [1.101917, 0.116922, -2.556339], [1.644753, -0.679211, -4.034936], [2.179576, -2.041111, -3.125862], [0.054977, -1.372435, -4.137612], [2.147399, -1.469675, -5.491500], [1.118626, 0.695839, -4.948713], [3.196798, 0.059952, -3.869121], [0.147722, 4.681311, -0.726870], [0.636382, 2.976035, -1.473272], [-0.785345, 2.710414, -2.824801], [2.127697, 3.311834, -2.658867], [0.205312, 5.447684, -1.500854], [0.836090, 4.916678, 0.079807], [-0.878533, 4.600586, -0.365893], [-0.709426, 3.518217, -3.558601], [-1.771086, 2.729984, -2.359776], [-0.622304, 1.759799, -3.326676], [1.934046, 4.203372, -3.257960], [2.226874, 2.450691, -3.317727], [3.030679, 3.443314, -2.070889]],
  "atomic_forces_ev_per_a": [[0.961, -0.671, 0.007], [0.081, -0.039, 0.019], [-0.175, 0.122, -0.022], [0.060, -0.191, -0.041], [-0.051, 0.348, 0.123], [-0.134, -0.046, 0.111], [-0.140, -0.217, 0.029], [0.303, 0.099, -0.237], [-0.099, -0.172, -0.230], [0.064, 0.087, 0.092], [0.133, 0.019, 0.047], [-0.085, -0.123, -0.010], [0.114, 0.148, 0.128], [0.004, 0.005, -0.011], [-0.037, 0.130, -0.045], [-0.032, 0.004, 0.016], [0.067, -0.082, 0.035], [-0.035, 0.055, -0.021], [-0.014, 0.007, 0.025], [0.036, -0.055, -0.092], [-0.010, -0.014, 0.010], [-0.064, 0.027, -0.052], [-0.003, -0.070, -0.009], [-0.018, -0.010, -0.063], [-0.018, 0.034, 0.015], [0.037, 0.036, 0.006], [-0.080, -0.018, 0.015], [-0.023, 0.013, 0.020], [0.002, -0.009, -0.008], [-0.010, 0.012, -0.003], [0.001, -0.013, 0.017], [0.001, -0.036, -0.119], [-0.817, 0.310, 0.723], [0.014, -0.059, -0.038], [0.337, 0.081, -0.356], [0.047, 0.004, 0.043], [-0.075, 0.022, 0.028], [0.102, -0.055, 0.039], [0.092, 0.054, 0.001], [-0.094, -0.056, 0.047], [0.159, -0.004, -0.038], [0.111, 0.928, -0.080], [-0.053, -0.122, 0.101], [-0.091, -0.090, -0.089], [-0.902, -0.538, 0.247], [0.038, -0.009, 0.009], [-0.023, -0.012, -0.002], [-0.019, 0.022, -0.011], [0.032, 0.036, -0.011], [0.075, -0.061, -0.040], [-0.357, 0.589, -0.160], [0.329, -0.478, 0.337], [0.559, 0.124, -0.363], [-0.063, -0.069, 0.001], [0.011, -0.077, 0.228], [-0.080, -0.060, -0.145], [-0.077, -0.021, -0.151], [-0.171, 0.180, -0.082], [0.207, 0.119, 0.095], [-0.014, 0.021, 0.004], [0.014, -0.371, -0.072], [-0.300, 0.085, -0.210], [-0.064, 0.072, -0.063], [-0.031, -0.004, -0.037], [-0.031, -0.016, 0.057], [0.033, 0.047, 0.046], [0.033, 0.004, 0.010], [0.122, 0.031, 0.161], [0.080, 0.008, -0.007], [-0.042, 0.002, -0.010], [0.059, -0.003, 0.017], [0.012, -0.013, 0.019]],
  "multiplicity": 2,
  "e_homo_ev": [-2.79, -3.17],
  "e_lumo_ev": [3.97, 3.69],
  "energy_ev": -208758.716,
  "orbital_gap_ha": [0.249, 0.252],
  "charge": -2
}


Entry 4:
{
  "formula": "C2H8NOS",
  "method": "ωB97M-V/def2-TZVPD",
  "species": ["O", "C", "C", "N", "H", "H", "H", "H", "H", "H", "S", "H", "H"],
  "positions_angstrom": [[0.475700, 0.241148, 1.803552], [-0.439235, -0.416822, 2.257842], [-1.427930, -1.086812, 1.279698], [-1.026225, -0.750711, -0.108724], [-0.503108, -0.519440, 3.357484], [-1.430334, -2.211483, 1.411363], [-2.441075, -0.724439, 1.429710], [-1.630792, -1.123271, -0.801264], [-0.936903, 0.265448, -0.162543], [-0.072847, -0.947768, -0.398693], [1.218958, 0.879779, -2.163494], [0.329550, 1.887696, -1.976639], [1.763140, 1.644378, -3.136108]],
  "atomic_forces_ev_per_a": [[4.223, 2.833, -2.944], [-3.610, -2.027, 1.810], [0.555, -1.207, 2.014], [0.916, 1.093, 0.295], [-0.763, -0.586, -0.454], [-0.120, 0.701, -0.633], [-0.330, -0.127, -0.323], [-0.871, -0.254, -0.734], [-0.541, 0.382, 0.215], [0.499, -0.859, 0.746], [-0.172, 0.934, -0.289], [0.166, -0.413, 0.218], [0.049, -0.469, 0.079]],
  "multiplicity": 2,
  "e_homo_ev": [-3.52, -7.67],
  "e_lumo_ev": [0.13, 0.04],
  "energy_ev": -16572.443,
  "orbital_gap_ha": [0.134, 0.283]
}